Density functional theory data (ωB97M-V with the def2-TZVPD basis set) for a molecular structure, C35H30BrFeN3O2 at a distorted geometry.

Last column: Mulliken spin population.
Cartesian coordinates (Å):
Fe  -0.032  0.346  -0.315  -0.07
O  -3.569  -0.338  3.881  0.00
C  -4.286  0.196  2.858  0.00
C  -5.604  0.569  3.090  0.00
C  -6.344  1.174  2.091  0.00
C  -5.772  1.424  0.856  0.00
C  -4.473  1.017  0.607  0.00
C  -3.737  0.376  1.585  0.01
C  -2.344  -0.166  1.288  0.01
O  -1.985  -0.052  0.000  0.00
N  -1.407  0.478  2.252  -0.01
N  -0.086  0.326  1.783  0.04
C  0.892  0.589  2.627  0.05
C  2.213  0.732  2.249  0.01
Br  2.499  0.720  0.298  0.02
C  3.347  0.958  3.019  0.21
C  3.507  0.664  4.393  -0.06
C  2.718  -0.284  5.081  0.09
C  2.919  -0.543  6.416  -0.04
C  3.905  0.126  7.134  0.08
C  4.709  1.049  6.472  -0.04
C  4.528  1.301  5.133  0.08
H  -2.632  -0.348  3.617  0.00
H  -6.032  0.389  4.063  0.00
H  -7.371  1.449  2.281  0.00
H  -6.339  1.925  0.086  0.00
H  -3.993  1.178  -0.348  0.00
H  -2.341  -1.249  1.575  0.01
H  -1.613  1.483  2.267  0.00
H  0.649  0.790  3.669  0.01
H  4.187  1.416  2.514  0.02
H  1.985  -0.851  4.525  0.00
H  2.306  -1.284  6.915  0.00
H  4.052  -0.074  8.188  0.01
H  5.485  1.574  7.016  0.00
H  5.162  2.019  4.627  0.00
N  0.645  10.182  -0.373  0.00
C  0.544  9.038  -0.279  0.00
C  0.419  7.643  -0.201  0.00
C  -0.698  7.051  0.404  0.00
C  -0.846  5.686  0.398  0.00
C  0.114  4.862  -0.209  0.00
C  1.257  5.459  -0.766  0.00
C  1.410  6.822  -0.760  0.00
C  -0.037  3.463  -0.266  0.00
C  -0.127  2.249  -0.366  0.01
H  -1.440  7.681  0.875  0.00
H  -1.714  5.230  0.852  0.00
H  2.014  4.824  -1.202  0.00
H  2.294  7.279  -1.182  0.00
C  -0.408  -0.689  -2.446  0.04
C  0.393  -1.825  -1.782  0.01
C  -0.141  -3.194  -2.239  0.02
C  0.298  -1.554  -0.327  0.55
C  1.899  -1.704  -2.023  -0.01
C  2.467  -0.668  -2.766  0.02
C  3.835  -0.450  -2.759  0.00
C  4.671  -1.257  -2.013  0.01
C  4.129  -2.329  -1.318  -0.01
C  2.767  -2.549  -1.330  0.00
H  -1.472  -0.863  -2.278  0.01
H  -0.237  -0.642  -3.524  0.00
H  -0.134  0.287  -1.980  0.00
H  -1.200  -3.276  -1.995  -0.01
H  0.387  -4.004  -1.738  0.00
H  -0.010  -3.307  -3.316  0.01
H  0.206  -2.400  0.344  -0.07
H  1.851  -0.003  -3.351  0.00
H  4.242  0.374  -3.328  0.00
H  5.730  -1.053  -1.966  0.00
H  4.774  -2.982  -0.746  0.00
H  2.368  -3.374  -0.757  0.01

Forces on the atoms, in the same order (eV/Å):
0.04 -2.04 3.91
-0.08 -0.20 0.09
-0.22 0.20 -0.26
0.11 -0.08 0.21
-0.03 -0.03 -0.01
-0.10 0.09 -0.15
0.08 -0.03 -0.01
0.40 -0.14 0.31
0.22 -0.66 -0.30
0.27 0.67 -0.84
0.37 0.31 0.33
0.59 0.51 -0.56
-2.32 -0.39 -0.09
2.26 0.29 -0.66
0.19 0.22 0.62
-1.18 -0.01 -1.85
0.11 -0.23 1.54
0.19 0.26 -0.56
0.06 -0.06 0.50
-0.02 0.04 -0.09
0.07 -0.10 0.39
-0.32 -0.04 -0.48
0.08 0.12 -0.02
-0.05 -0.02 0.20
-0.10 0.07 0.04
-0.09 0.05 -0.10
0.04 -0.06 -0.07
-0.01 0.21 0.19
0.13 -0.20 -0.11
-0.06 0.01 -0.01
0.11 -0.11 -0.09
-0.09 -0.03 0.01
-0.01 0.00 -0.02
-0.01 -0.01 -0.01
0.00 -0.02 -0.02
0.03 0.04 -0.03
0.01 0.03 0.04
0.10 1.14 -0.02
-0.06 -1.28 0.10
0.18 0.32 -0.12
0.00 -0.12 -0.01
0.12 0.13 -0.01
-0.06 -0.02 0.06
-0.13 0.34 0.06
-0.13 -0.18 -0.01
-0.48 0.88 -0.21
-0.05 0.03 -0.04
-0.02 -0.04 0.00
0.01 -0.04 -0.01
0.02 0.02 -0.08
-0.08 -0.90 0.33
-0.07 -0.87 -0.66
0.12 0.29 -0.04
-0.61 0.98 -0.06
0.13 0.18 -0.09
-0.20 -0.14 0.03
0.18 0.05 -0.05
0.05 -0.06 -0.05
0.20 -0.01 -0.02
-0.14 -0.09 -0.03
0.13 0.14 0.11
0.18 0.43 0.09
-0.06 0.51 -1.53
-0.03 0.01 0.00
0.05 -0.05 0.01
-0.05 -0.11 -0.11
0.07 -0.22 0.19
-0.13 0.07 0.05
0.04 0.08 -0.03
0.11 -0.02 -0.03
0.02 -0.04 0.05
-0.09 -0.01 0.08

Its lowest unoccupied orbital energy (alpha / beta) is 1.14 / 1.86 eV. Its total charge is -1. The value obtained for the HOMO energy (alpha / beta) is -2.8 / -5.0 eV. The calculation puts the max |F| at 4.4 eV/Å. Its frontier orbital gap (alpha / beta) is 3.99 / 6.81 eV. Its spin multiplicity is 2.